(1)
The following is a DFT calculation (ωB97M-V with the def2-TZVPD basis set) of C15H14N4OTi as an isolated structure in a non-equilibrium geometry.

Calculated values
Charge: +2
Molecular weight: 314.2 g/mol
E_LUMO: -9.4 eV
DFT total energy: -46885.743 eV
Relative energy (zero: lowest compared OMol25 entry of this formula, charge and spin): 25.3 kcal/mol

```
35
C15H14N4OTi | the OMol25 dataset | ωB97M-V with the def2-TZVPD basis set
Ti -0.827 -0.180 -1.528
C 0.105 1.956 1.915
C -0.643 1.321 0.774
N -0.535 0.092 0.402
N 0.480 -0.644 0.975
C 1.082 -1.240 -0.014
O 0.842 -1.155 -1.236
C 2.243 -2.167 0.279
C 2.582 -2.400 1.623
C 3.641 -3.247 1.968
C 4.382 -3.877 0.971
C 4.064 -3.662 -0.369
C 3.005 -2.815 -0.711
C -1.585 2.119 -0.032
C -2.188 3.286 0.417
C -3.057 3.945 -0.450
C -3.286 3.419 -1.719
C -2.641 2.243 -2.072
N -1.803 1.583 -1.256
H 1.090 1.503 2.048
H -0.473 1.820 2.834
H 0.257 3.024 1.741
H 2.006 -1.917 2.408
H 3.877 -3.409 3.014
H 5.202 -4.536 1.236
H 4.632 -4.148 -1.155
H 2.763 -2.654 -1.759
H -2.006 3.670 1.412
H -3.553 4.859 -0.139
H -3.954 3.908 -2.419
H -2.781 1.785 -3.046
N -4.088 -0.180 -1.528
C -2.922 -0.180 -1.528
H -5.085 -0.180 -1.528
H -0.827 -1.940 -1.528
```


(2)
The following is a DFT calculation (ωB97M-V with the def2-TZVPD basis set) of a 2-piece molecular cluster, C2H3Br2NO2 overall in a non-equilibrium geometry.

Calculated values
Molecular weight: 232.9 g/mol
E_LUMO: -1.1 eV
DFT total energy: -147788.303 eV
SMILES: C=C(Br)[N+](=O)[O-].Br
Relative energy (zero: lowest compared OMol25 entry of this formula, charge and spin): 38.1 kcal/mol

```
10
C2H3Br2NO2 | the OMol25 dataset | ωB97M-V with the def2-TZVPD basis set
C 0.663 -0.781 -0.653
C -0.457 -0.727 0.088
Br -0.762 -1.896 1.583
N -1.348 0.359 -0.113
O -1.030 1.001 -1.082
O -2.277 0.553 0.601
H 0.776 0.127 -1.321
H 1.381 -1.575 -0.700
Br 1.861 1.381 1.467
H 1.194 1.558 0.130
```